Record 1
# C7H9PS3

The molecule C7H9PS3 at a distorted geometry (ωB97M-V/def2-TZVPD, the Open Molecules 2025 dataset).

Structure (XYZ):
```
20
C7H9PS3 | the Open Molecules 2025 dataset | ωB97M-V/def2-TZVPD
S -4.284 -2.143 -0.260
P -3.326 -0.451 0.681
S -4.422 1.203 -0.064
S -1.763 -0.585 -0.678
C -0.591 0.388 0.281
C 0.863 0.245 -0.151
C 1.365 -0.615 -1.086
C 2.754 -0.748 -1.197
C 3.593 0.018 -0.398
C 3.061 0.974 0.459
C 1.679 1.046 0.599
H -5.181 -2.005 0.757
H -5.421 0.886 0.915
H -0.822 0.110 1.369
H -0.960 1.407 0.190
H 0.596 -1.267 -1.443
H 3.194 -1.475 -1.714
H 4.607 -0.260 -0.686
H 3.780 1.458 1.168
H 1.279 1.816 1.259
```

Results
- HOMO-LUMO gap: 9.4 eV
- ΔE to the lowest compared entry with this formula, charge and spin: 0.0653 eV
- Total charge: 0
- Structure (SMILES): SP(S)SCc1ccccc1
- HOMO energy: -8.95 eV

Atomic charges from the Löwdin analysis, expressed in e, are listed below: 0.26 -0.06 0.24 0.46 -0.53 -0.31 -0.04 -0.06 -0.09 -0.07 -0.07 -0.20 -0.14 0.08 0.07 0.07 0.06 0.11 0.12 0.12



Record 2
# C8H6N2S

A cluster of 2 separate species, C8H6N2S in total at a distorted geometry (ωB97M-V/def2-TZVPD, the Open Molecules 2025 dataset).

Structure (XYZ):
```
17
C8H6N2S | the Open Molecules 2025 dataset | ωB97M-V/def2-TZVPD
C 2.604 0.741 0.352
C 1.029 0.465 0.236
C -0.766 -0.659 0.183
C -1.875 -1.572 0.208
C -3.160 -1.038 -0.003
C -3.404 0.300 -0.304
C -2.314 1.264 -0.399
C -1.040 0.762 0.173
H 2.857 1.858 1.274
H -1.551 -2.663 0.442
H -3.935 -1.868 0.030
H -4.388 0.641 -0.197
H -2.553 2.471 -0.589
H 0.244 2.341 0.046
N 0.551 -0.770 0.156
N 0.120 1.440 0.122
S 3.636 -0.566 -0.351
```

Results
- HOMO-LUMO gap: 7.0 eV
- ΔE to the lowest compared entry with this formula, charge and spin: 4.7485 eV
- Total charge: 0
- HOMO energy: -8.42 eV

Atomic charges from the Löwdin analysis, expressed in e, are listed below: -0.46 -0.43 -0.26 -0.02 -0.13 -0.12 0.01 -0.19 0.18 0.14 0.12 0.07 0.15 0.10 0.14 0.16 0.52



Record 3
# C6H9N3

The ion C6H9N3 with charge +2 at a distorted geometry (ωB97M-V/def2-TZVPD, the Open Molecules 2025 dataset).

Structure (XYZ):
```
18
C6H9N3 | the Open Molecules 2025 dataset | ωB97M-V/def2-TZVPD
C -1.319 -1.370 -0.098
N -0.247 -0.332 0.395
C 0.818 -1.028 1.113
C 1.979 -0.827 0.465
N 1.870 0.079 -0.555
C 0.398 0.453 -0.589
C -0.302 1.658 -0.980
C -1.189 1.643 0.267
N -1.182 0.602 0.966
H -1.907 -1.577 0.689
H -1.894 -0.978 -0.823
H -0.713 -2.224 -0.343
H 0.764 -1.733 1.903
H 2.827 -1.297 0.815
H 2.596 0.508 -1.152
H -0.984 1.459 -1.805
H 0.335 2.518 -1.008
H -1.847 2.445 0.740
```

Results
- HOMO-LUMO gap (alpha / beta): 8.1 / 8.1 eV
- ΔE to the lowest compared entry with this formula, charge and spin: 2.7003 eV
- Total charge: +2
- Structure (SMILES): C[N@@+]12C=C[NH+]=C1CC=N2
- HOMO energy (alpha / beta): -19.64 / -19.64 eV

Atomic charges from the Löwdin analysis, expressed in e, are listed below: 0.18 -0.17 0.09 0.01 0.27 0.02 0.04 -0.01 0.18 0.09 0.09 0.13 0.16 0.14 0.22 0.17 0.16 0.20



Record 4
# C2H9NO4

A cluster of 3 separate species, C2H9NO4 in total at a distorted geometry (ωB97M-V/def2-TZVPD, the Open Molecules 2025 dataset).

Structure (XYZ):
```
16
C2H9NO4 | the Open Molecules 2025 dataset | ωB97M-V/def2-TZVPD
N 1.460 1.649 0.109
C 0.388 1.718 -0.745
C -0.687 0.741 -0.165
O -0.376 0.161 0.859
O -1.859 0.711 -0.878
H 2.294 1.174 -0.290
H 1.273 1.935 0.975
H 0.622 1.686 -1.747
H -0.218 2.736 -0.619
H -1.783 1.050 -1.806
O 2.775 -1.302 -1.420
H 2.596 -2.043 -0.806
H 2.517 -1.760 -2.230
O -3.061 -2.502 3.223
H -2.629 -3.393 3.305
H -3.313 -2.562 2.234
```

Results
- HOMO-LUMO gap: 9.0 eV
- ΔE to the lowest compared entry with this formula, charge and spin: 2.1103 eV
- Total charge: 0
- Structure (SMILES): NCC(=O)O.O.O
- HOMO energy: -8.60 eV

Atomic charges from the Löwdin analysis, expressed in e, are listed below: 0.02 -0.24 -0.47 0.09 0.07 0.11 0.03 0.09 0.16 0.13 -0.07 0.05 0.03 -0.12 0.04 0.07



Record 5
# C24H20B2Cl3F4N10O2W

A structure of composition C24H20B2Cl3F4N10O2W at a distorted geometry (ωB97M-V/def2-TZVPD, the Open Molecules 2025 dataset).

Structure (XYZ):
```
66
C24H20B2Cl3F4N10O2W | the Open Molecules 2025 dataset | ωB97M-V/def2-TZVPD
W 0.656 -0.311 -0.257
C -1.089 2.861 -2.657
C -0.014 2.392 -1.917
N -0.094 1.065 -1.780
N -1.227 0.661 -2.417
C -1.826 1.726 -2.951
B -1.492 -0.858 -2.717
N -1.798 -1.686 -1.447
C -2.901 -2.364 -1.116
C -2.661 -3.065 0.054
C -1.353 -2.740 0.389
N -0.833 -1.920 -0.528
N -0.168 -1.372 -3.276
C 0.187 -1.667 -4.535
C 1.563 -1.737 -4.593
C 1.983 -1.425 -3.301
N 0.929 -1.231 -2.501
H -1.286 3.869 -2.969
H 0.824 2.927 -1.502
H -2.714 1.598 -3.548
H -2.395 -0.954 -3.494
H -3.769 -2.329 -1.752
H -3.332 -3.722 0.576
H -0.763 -3.048 1.237
H -0.567 -1.797 -5.293
H 2.177 -1.962 -5.446
H 2.986 -1.305 -2.926
O -2.013 1.166 4.439
C -2.709 1.727 3.433
C -3.733 2.605 3.792
C -4.477 3.236 2.820
C -4.228 3.018 1.462
C -3.220 2.156 1.102
C -2.450 1.496 2.071
C -1.364 0.627 1.628
O -1.145 0.494 0.364
N -0.571 0.036 2.498
N 0.421 -0.598 1.807
C 1.369 -1.165 2.484
C 2.285 -1.954 1.696
C 3.315 -2.708 2.222
C 4.026 -3.532 1.363
C 3.659 -3.598 0.031
C 2.623 -2.803 -0.428
N 1.965 -1.968 0.383
H -1.309 0.605 4.063
H -3.919 2.772 4.844
H -5.267 3.913 3.120
H -4.821 3.517 0.710
H -2.996 1.973 0.059
H 1.420 -1.080 3.562
H 3.541 -2.652 3.276
H 4.844 -4.130 1.739
H 4.167 -4.249 -0.665
H 2.302 -2.832 -1.454
Cl 1.079 3.172 3.764
C 1.375 3.678 2.105
Cl 2.931 4.458 1.926
Cl 0.044 4.638 1.477
C 1.396 2.443 1.277
N 1.335 1.497 0.635
F 3.920 0.032 0.736
B 3.937 0.521 -0.546
F 2.516 0.138 -1.133
F 4.780 -0.135 -1.387
F 3.952 1.883 -0.609
```

Results
- HOMO-LUMO gap (alpha / beta): 6.2 / 6.4 eV
- ΔE to the lowest compared entry with this formula, charge and spin: 0.1428 eV
- Multiplicity: 3
- Total charge: +1
- HOMO energy (alpha / beta): -10.15 / -11.07 eV

Atomic charges from the Löwdin analysis, expressed in e, are listed below: 1.84 -0.02 -0.10 -0.11 0.00 -0.05 -0.48 -0.01 -0.04 -0.02 -0.11 -0.09 -0.02 -0.04 -0.02 -0.12 -0.06 0.11 0.12 0.13 0.13 0.13 0.11 0.11 0.13 0.11 0.11 0.07 -0.26 0.00 -0.05 -0.07 -0.02 -0.08 -0.39 -0.17 0.09 -0.16 -0.02 -0.26 0.02 0.00 0.00 -0.07 -0.02 0.06 0.13 0.11 0.11 0.11 0.15 0.13 0.13 0.12 0.10 0.68 -1.62 0.70 0.69 -0.26 0.12 0.17 -1.18 -0.15 0.19 0.18



Record 6
# C20H26N2O2

The molecule C20H26N2O2 (ωB97M-V/def2-TZVPD, the Open Molecules 2025 dataset).

Structure (XYZ):
```
50
C20H26N2O2 | the Open Molecules 2025 dataset | ωB97M-V/def2-TZVPD
O -0.406 -2.755 0.636
C -0.664 -2.073 -0.331
N -1.900 -1.977 -0.865
C -3.070 -2.474 -0.171
C -3.442 -1.582 1.026
C -3.499 -0.126 0.648
C -2.589 0.738 1.080
C -2.562 2.192 0.731
C -3.473 2.503 -0.453
C -4.815 1.803 -0.262
C -4.618 0.290 -0.270
C 0.400 -1.287 -1.115
C 0.085 0.212 -1.165
C 0.941 0.821 -0.060
O 0.844 1.947 0.381
N 1.823 -0.111 0.335
C 2.840 0.114 1.333
C 4.207 0.173 0.702
C 4.517 1.220 -0.158
C 5.752 1.275 -0.778
C 6.691 0.284 -0.543
C 6.389 -0.762 0.312
C 5.150 -0.819 0.928
C 1.749 -1.356 -0.388
H -2.056 -1.305 -1.598
H -3.890 -2.529 -0.888
H -2.841 -3.479 0.190
H -4.407 -1.913 1.416
H -2.688 -1.724 1.801
H -1.804 0.405 1.747
H -2.886 2.765 1.606
H -1.533 2.494 0.521
H -3.012 2.151 -1.380
H -3.615 3.581 -0.543
H -5.242 2.108 0.695
H -5.514 2.091 -1.051
H -4.396 -0.041 -1.292
H -5.542 -0.210 0.033
H 0.460 -1.726 -2.114
H -0.962 0.454 -0.983
H 0.382 0.660 -2.115
H 2.792 -0.687 2.078
H 2.598 1.069 1.810
H 3.781 1.991 -0.335
H 5.984 2.094 -1.443
H 7.656 0.328 -1.025
H 7.118 -1.537 0.497
H 4.916 -1.639 1.593
H 1.764 -2.200 0.309
H 2.592 -1.451 -1.083
```

Results
- HOMO-LUMO gap: 9.7 eV
- ΔE to the lowest compared entry with this formula, charge and spin: 0.1179 eV
- Total charge: 0
- Structure (SMILES): O=C(NCCC1=CCCCC1)[C@H]1CC(=O)N(Cc2ccccc2)C1
- HOMO energy: -8.96 eV

Atomic charges from the Löwdin analysis, expressed in e, are listed below: 0.08 -0.46 0.07 -0.16 -0.14 -0.26 -0.06 -0.19 -0.20 -0.20 -0.16 -0.17 -0.02 -0.46 0.06 -0.04 -0.09 -0.21 -0.03 -0.08 -0.09 -0.09 -0.05 -0.09 0.13 0.12 0.12 0.12 0.11 0.12 0.12 0.09 0.11 0.11 0.12 0.11 0.12 0.12 0.15 0.10 0.13 0.13 0.13 0.12 0.10 0.10 0.10 0.11 0.13 0.13